1.
The following is a DFT calculation (the ωB97M-V functional and the def2-TZVPD basis) of a 8-piece molecular cluster, H16O8 overall in a non-equilibrium geometry.

The HOMO-LUMO gap (alpha / beta) is 3.24 / 10.86 eV. The value obtained for the HOMO energy (alpha / beta) is -0.11 / -7.84 eV. The calculation puts the LUMO energy (alpha / beta) at 0.1149 / 0.1111 Eh. Its charge is -1. Its spin multiplicity is 2.

The geometry in XYZ format:
```
24
Properties=species:S:1:pos:R:3:forces:R:3
O -3.095 -0.787 -0.392 -0.1 -0.5 0.1
H -2.617 -0.570 -1.192 0.2 0.4 -0.5
H -3.169 0.045 0.076 0.1 0.2 0.0
O 3.653 0.561 2.172 0.8 -0.7 0.3
H 3.598 0.964 3.039 -0.1 0.1 0.1
H 2.908 0.922 1.692 -0.3 0.5 -0.3
O 1.785 2.171 0.967 0.3 -0.8 -0.5
H 1.956 3.005 0.529 0.1 0.5 -0.3
H 1.203 2.397 1.693 -0.8 0.4 0.8
O 1.744 -1.959 -1.978 0.2 -0.4 -0.6
H 1.572 -1.229 -1.383 -0.5 0.4 0.6
H 2.659 -2.190 -1.817 0.2 -0.1 0.0
O -1.515 0.868 -2.775 -0.4 -0.1 0.0
H -0.697 0.748 -2.293 0.5 0.0 0.5
H -1.251 0.891 -3.695 0.0 0.0 -0.2
O -1.425 1.007 1.614 0.1 -0.8 -0.4
H -1.235 1.817 2.087 0.4 0.8 0.4
H -2.377 1.004 1.514 -0.5 0.1 0.2
O 0.521 -0.192 -0.100 0.2 -0.6 -0.9
H 0.967 0.496 0.394 0.1 0.6 0.1
H -0.330 -0.282 0.329 -0.3 0.1 0.4
O -1.707 -3.339 0.205 0.0 -0.4 0.2
H -1.316 -3.870 -0.489 0.2 -0.1 -0.1
H -1.835 -2.478 -0.195 -0.3 0.5 0.1
```
Forces are in eV/Å.

***

2.
The following is a DFT calculation (the ωB97M-V functional and the def2-TZVPD basis) of a 8-piece molecular cluster, H16O8 overall in a non-equilibrium geometry.

The HOMO-LUMO gap is 9.47 eV. The value obtained for the HOMO energy is -9.49 eV. The calculation puts the LUMO energy at -0.0009 Eh. Its charge is 0. As for the SMILES: O.O.O.O.O.O.O.O.

The geometry in XYZ format:
```
24
Properties=species:S:1:pos:R:3:forces:R:3
O 1.433 0.068 -0.934 2.0 -2.0 3.1
H 0.614 -0.415 -0.777 0.3 -0.2 0.1
H 1.510 0.653 -0.172 0.2 0.1 -0.1
O -2.597 1.094 0.505 0.2 0.1 0.0
H -2.682 1.950 0.941 0.0 -0.1 0.0
H -1.667 0.867 0.611 -0.1 0.0 0.1
O -0.870 -4.134 -0.388 0.2 -0.2 0.3
H -0.262 -3.509 0.023 -0.1 0.0 -0.1
H -1.145 -4.706 0.337 0.0 0.0 -0.1
O 0.413 1.479 -2.154 -0.8 6.4 -0.2
H -0.354 2.003 -1.896 -0.1 0.3 -0.2
H 1.060 2.135 -2.438 0.0 0.3 0.1
O 2.398 2.212 3.950 3.4 1.6 2.7
H 2.788 1.339 3.834 -0.1 0.2 -0.1
H 3.101 2.732 4.355 0.4 0.0 0.4
O -2.343 -2.648 -2.298 -0.1 0.2 -0.2
H -2.080 -1.848 -2.768 0.1 -0.1 -0.1
H -1.624 -3.267 -2.469 0.0 0.1 0.2
O 0.946 1.612 2.758 -3.8 -1.8 -2.8
H 0.467 2.296 3.239 0.3 -0.2 -0.1
H 0.661 0.790 3.172 -0.3 0.0 -0.1
O 0.021 -0.439 -2.810 -1.4 -4.1 -1.5
H -0.634 -0.186 -2.150 0.2 -0.1 -0.6
H 0.848 -0.078 -2.471 -0.5 -0.5 -0.6
```
Forces are in eV/Å.

***

3.
The following is a DFT calculation (the ωB97M-V functional and the def2-TZVPD basis) of a 8-piece molecular cluster, H16O8 overall.

The HOMO-LUMO gap is 10.48 eV. The value obtained for the HOMO energy is -10.85 eV. The calculation puts the LUMO energy at -0.0136 Eh. Its charge is 0. As for the SMILES: O.O.O.O.O.O.O.O.

The geometry in XYZ format:
```
24
Properties=species:S:1:pos:R:3:forces:R:3
O -1.091 3.131 -3.282 -0.1 -0.2 0.0
H -1.368 2.481 -2.622 0.2 0.2 0.0
H -0.800 2.609 -4.038 0.0 0.1 0.1
O 1.360 2.966 0.633 0.0 0.1 0.2
H 1.860 2.845 1.448 0.0 0.1 -0.1
H 0.641 2.332 0.698 0.2 -0.2 0.0
O -1.575 -3.241 -0.092 0.0 0.1 0.1
H -0.848 -3.872 -0.099 -0.1 0.1 0.0
H -1.481 -2.760 0.746 0.0 -0.2 -0.1
O 2.495 -0.343 2.655 -0.2 -0.1 -0.2
H 2.105 -0.514 1.785 0.1 0.1 0.1
H 2.495 0.615 2.736 0.1 -0.1 0.0
O -1.731 1.693 -0.721 -0.3 0.1 0.2
H -2.696 1.647 -0.689 0.1 -0.1 -0.1
H -1.471 1.930 0.177 -0.2 0.2 -0.1
O 0.249 -0.226 -0.252 0.1 0.3 0.2
H -0.243 0.525 -0.628 0.1 -0.6 -0.2
H -0.416 -0.747 0.219 0.1 0.0 -0.1
O -0.708 -1.769 2.260 -0.1 0.0 0.2
H -1.116 -1.195 2.919 0.0 -0.1 -0.1
H -0.122 -2.346 2.767 0.0 0.1 -0.1
O 1.847 -1.809 -2.317 -0.1 -0.1 0.1
H 1.267 -2.436 -2.761 0.0 0.1 0.0
H 1.346 -1.517 -1.541 0.0 0.2 -0.2
```
Forces are in eV/Å.

***

4.
The following is a DFT calculation (the ωB97M-V functional and the def2-TZVPD basis) of H16O8 as an isolated structure in a non-equilibrium geometry.

The HOMO-LUMO gap is 8.83 eV. The value obtained for the HOMO energy is -8.92 eV. The calculation puts the LUMO energy at -0.0035 Eh. Its charge is 0.

The geometry in XYZ format:
```
24
Properties=species:S:1:pos:R:3:forces:R:3
O -1.528 1.692 -1.176 5.5 7.6 -6.5
H -1.793 1.596 -2.090 0.0 0.2 -0.8
H -0.605 1.943 -1.219 0.8 0.5 0.0
O -2.655 0.493 -0.076 -5.0 -5.0 4.0
H -3.502 0.938 -0.101 -0.3 -0.2 0.4
H -2.118 0.960 -0.716 -1.7 -2.4 1.9
O 1.769 -1.841 0.234 0.7 -10.0 -8.2
H 1.294 -2.131 -0.545 0.3 0.1 -1.3
H 2.107 -2.647 0.623 0.6 -0.5 0.3
O 1.481 0.357 -1.632 9.3 2.1 -9.3
H 0.708 0.235 -1.081 1.9 0.5 -4.4
H 2.221 0.227 -1.039 0.4 0.3 -0.2
O 1.960 -0.378 1.510 1.7 6.1 5.7
H 1.596 0.385 1.061 0.7 -0.3 0.4
H 1.695 -1.123 0.970 -0.7 3.4 3.2
O 0.221 0.050 -0.289 -9.5 0.1 10.0
H 0.158 -0.690 0.316 -0.9 0.1 0.6
H -0.637 0.472 -0.242 -0.3 -0.5 1.0
O -0.374 1.458 1.498 -0.3 0.9 0.5
H -0.376 2.262 2.018 -0.1 0.2 0.3
H 0.505 1.419 1.120 -0.1 0.3 0.2
O -0.743 -1.680 0.612 -1.5 -3.1 1.6
H -1.372 -1.758 -0.105 -0.7 0.3 -0.1
H -0.010 -2.238 0.349 -0.6 -0.9 0.6
```
Forces are in eV/Å.

***

5.
The following is a DFT calculation (the ωB97M-V functional and the def2-TZVPD basis) of a 8-piece molecular cluster, H16O8 overall in a non-equilibrium geometry.

The HOMO-LUMO gap is 11.05 eV. The value obtained for the HOMO energy is -10.69 eV. The calculation puts the LUMO energy at 0.0135 Eh. Its charge is 0. As for the SMILES: O.O.O.O.O.O.O.O.

The geometry in XYZ format:
```
24
Properties=species:S:1:pos:R:3:forces:R:3
O -0.880 1.956 0.152 0.2 1.3 -0.7
H -1.168 1.188 -0.343 -0.1 -0.4 0.6
H -0.924 1.868 1.102 -0.3 -0.8 0.0
O 1.197 -1.788 0.986 -0.5 1.5 -0.4
H 1.035 -1.484 0.062 0.1 -0.3 0.1
H 1.486 -2.678 0.947 0.4 -1.3 -0.1
O 0.894 -0.609 -1.498 -0.6 -1.2 -0.8
H 0.408 -0.484 -2.330 0.1 -0.1 0.5
H 1.157 0.271 -1.236 0.4 1.2 0.4
O 1.786 1.808 -0.826 -0.4 0.9 0.5
H 2.700 1.726 -0.586 0.9 -0.2 0.0
H 1.419 2.262 -0.037 -0.3 -0.6 -0.5
O 1.431 0.800 1.979 0.8 0.3 -0.4
H 1.602 -0.082 1.592 -0.4 0.4 0.6
H 0.642 0.743 2.514 -0.3 -0.5 0.1
O -1.151 1.433 -2.857 -0.3 1.0 0.1
H -0.443 2.089 -2.606 -1.5 -0.7 -0.3
H -2.038 1.882 -2.959 1.9 -0.4 0.3
O -1.153 -0.648 2.152 -1.7 0.3 1.1
H -0.496 -1.132 1.674 0.9 -0.9 -0.6
H -1.750 -1.319 2.553 0.8 0.7 -0.5
O -1.800 -2.883 0.088 -0.1 -0.7 0.8
H -1.441 -2.656 -0.754 0.4 0.3 -0.9
H -2.511 -2.265 0.231 -0.3 0.4 0.1
```
Forces are in eV/Å.

***

6.
The following is a DFT calculation (the ωB97M-V functional and the def2-TZVPD basis) of a 8-piece molecular cluster, H16O8 overall in a non-equilibrium geometry.

The HOMO-LUMO gap is 9.91 eV. The value obtained for the HOMO energy is -10.08 eV. The calculation puts the LUMO energy at -0.0059 Eh. Its charge is 0. As for the SMILES: O.O.O.O.O.O.O.O.

The geometry in XYZ format:
```
24
Properties=species:S:1:pos:R:3:forces:R:3
O -1.585 1.488 -2.111 0.6 -1.6 0.9
H -1.241 1.788 -1.258 0.2 -0.1 0.5
H -1.869 2.287 -2.465 -1.0 2.1 -1.4
O -2.253 -2.465 0.478 -0.3 0.5 -0.4
H -2.714 -3.159 0.001 -0.2 0.0 -0.1
H -1.638 -2.921 1.036 0.5 -0.5 0.5
O 1.139 -1.288 -0.938 0.8 -1.3 -0.6
H 0.580 -1.951 -1.364 0.5 -0.1 -0.7
H 0.466 -0.925 -0.401 -1.0 1.5 1.3
O 3.381 1.296 0.813 0.0 0.0 0.0
H 2.722 0.602 0.944 0.2 0.1 0.0
H 3.976 0.946 0.149 0.1 0.0 -0.2
O -0.549 0.104 0.883 0.7 -0.7 1.1
H -1.201 -0.607 1.009 0.2 0.4 0.0
H 0.199 -0.012 1.558 -1.3 0.1 -1.0
O 1.609 0.126 2.440 -0.5 -0.2 -0.5
H 1.702 0.825 3.077 0.2 0.4 0.5
H 1.843 -0.699 2.850 0.3 -0.5 0.5
O -0.425 2.685 0.077 1.1 0.3 -0.6
H -0.391 1.952 0.705 -0.3 -0.2 0.0
H 0.421 2.589 -0.418 -0.7 0.2 0.6
O -1.309 -1.102 -2.658 0.1 -0.4 0.0
H -1.198 -0.125 -2.585 -0.4 -0.7 0.3
H -1.664 -1.435 -1.819 0.0 0.6 -0.3
```
Forces are in eV/Å.

***

7.
The following is a DFT calculation (the ωB97M-V functional and the def2-TZVPD basis) of a 8-piece molecular cluster, H16O8 overall.

The HOMO-LUMO gap is 11.00 eV. The value obtained for the HOMO energy is -11.04 eV. The calculation puts the LUMO energy at -0.0015 Eh. Its charge is 0. As for the SMILES: O.O.O.O.O.O.O.O.

The geometry in XYZ format:
```
24
Properties=species:S:1:pos:R:3:forces:R:3
O 0.766 1.004 -4.030 -0.1 0.1 -0.2
H 1.710 0.967 -4.182 0.2 0.0 -0.1
H 0.678 1.043 -3.077 -0.1 0.0 0.3
O 3.441 -2.626 -0.941 0.0 -0.2 0.0
H 2.842 -1.897 -1.101 -0.3 0.1 -0.1
H 4.280 -2.209 -0.744 0.2 0.1 0.1
O -4.381 0.795 -1.271 0.1 0.0 -0.2
H -4.291 0.031 -0.701 0.0 -0.2 0.1
H -4.734 1.479 -0.702 -0.1 0.2 0.1
O -1.186 -2.380 -2.993 0.1 -0.2 0.1
H -2.076 -2.508 -3.321 -0.2 0.0 -0.1
H -1.161 -1.464 -2.716 0.1 0.3 0.1
O 0.197 0.152 -0.216 0.1 -0.1 -0.4
H -0.501 0.450 0.368 -0.2 0.1 0.2
H 1.003 0.462 0.196 0.3 0.0 0.2
O -2.690 1.927 3.380 -0.1 0.2 -0.2
H -1.926 1.356 3.454 0.4 -0.2 0.0
H -3.358 1.506 3.922 -0.2 -0.1 0.1
O 3.258 1.166 1.525 -0.2 -0.3 -0.1
H 3.870 1.349 2.238 0.2 0.0 0.2
H 3.261 1.964 0.996 0.0 0.3 -0.1
O 0.103 -0.555 3.406 -0.3 0.3 0.1
H 1.023 -0.528 3.145 0.3 0.1 -0.1
H -0.130 -1.483 3.366 -0.1 -0.3 0.0
```
Forces are in eV/Å.

***

8.
The following is a DFT calculation (the ωB97M-V functional and the def2-TZVPD basis) of a 8-piece molecular cluster, H16O8 overall in a non-equilibrium geometry.

The HOMO-LUMO gap is 10.24 eV. The value obtained for the HOMO energy is -10.30 eV. The calculation puts the LUMO energy at -0.0023 Eh. Its charge is 0. As for the SMILES: O.O.O.O.O.O.O.O.

The geometry in XYZ format:
```
24
Properties=species:S:1:pos:R:3:forces:R:3
O -1.506 -0.415 -1.229 0.1 -0.9 -1.1
H -0.734 -0.062 -0.773 -0.2 -0.2 0.5
H -1.397 -1.371 -1.167 -0.3 0.1 0.0
O -2.463 -0.683 2.600 0.2 0.0 0.1
H -2.241 0.154 2.177 0.0 -0.1 -0.1
H -1.608 -1.105 2.747 -0.1 0.1 0.0
O -0.872 1.754 -0.319 -0.6 1.4 -0.6
H -0.195 2.261 -0.781 -0.2 0.0 0.5
H -1.516 1.542 -1.005 -0.1 0.2 0.0
O 0.568 -0.018 0.367 0.8 -0.8 0.4
H 1.161 -0.471 0.977 -0.1 0.1 0.2
H 1.092 0.087 -0.434 0.1 0.2 0.2
O -4.057 -0.541 -0.484 -0.7 0.1 0.0
H -3.474 0.220 -0.586 0.1 -0.4 0.0
H -4.157 -0.882 -1.380 0.1 0.1 0.1
O 1.672 2.902 0.149 0.1 0.2 -0.2
H 1.420 3.125 -0.754 0.3 0.2 0.1
H 1.827 3.756 0.568 0.0 -0.1 0.0
O 3.278 -0.542 0.975 0.2 0.3 0.5
H 3.840 -1.319 1.068 -0.1 0.1 -0.1
H 2.665 -0.778 0.271 0.7 -0.3 0.0
O 2.413 -2.306 -0.732 -0.2 -0.5 -0.6
H 2.472 -2.267 -1.693 0.1 0.0 0.0
H 1.811 -3.040 -0.564 0.0 0.1 0.1
```
Forces are in eV/Å.

***

Please write out number 8 again, unchanged.
The following is a DFT calculation (the ωB97M-V functional and the def2-TZVPD basis) of a 8-piece molecular cluster, H16O8 overall in a non-equilibrium geometry.

The HOMO-LUMO gap is 10.24 eV. The value obtained for the HOMO energy is -10.30 eV. The calculation puts the LUMO energy at -0.0023 Eh. Its charge is 0. As for the SMILES: O.O.O.O.O.O.O.O.

The geometry in XYZ format:
```
24
Properties=species:S:1:pos:R:3:forces:R:3
O -1.506 -0.415 -1.229 0.1 -0.9 -1.1
H -0.734 -0.062 -0.773 -0.2 -0.2 0.5
H -1.397 -1.371 -1.167 -0.3 0.1 0.0
O -2.463 -0.683 2.600 0.2 0.0 0.1
H -2.241 0.154 2.177 0.0 -0.1 -0.1
H -1.608 -1.105 2.747 -0.1 0.1 0.0
O -0.872 1.754 -0.319 -0.6 1.4 -0.6
H -0.195 2.261 -0.781 -0.2 0.0 0.5
H -1.516 1.542 -1.005 -0.1 0.2 0.0
O 0.568 -0.018 0.367 0.8 -0.8 0.4
H 1.161 -0.471 0.977 -0.1 0.1 0.2
H 1.092 0.087 -0.434 0.1 0.2 0.2
O -4.057 -0.541 -0.484 -0.7 0.1 0.0
H -3.474 0.220 -0.586 0.1 -0.4 0.0
H -4.157 -0.882 -1.380 0.1 0.1 0.1
O 1.672 2.902 0.149 0.1 0.2 -0.2
H 1.420 3.125 -0.754 0.3 0.2 0.1
H 1.827 3.756 0.568 0.0 -0.1 0.0
O 3.278 -0.542 0.975 0.2 0.3 0.5
H 3.840 -1.319 1.068 -0.1 0.1 -0.1
H 2.665 -0.778 0.271 0.7 -0.3 0.0
O 2.413 -2.306 -0.732 -0.2 -0.5 -0.6
H 2.472 -2.267 -1.693 0.1 0.0 0.0
H 1.811 -3.040 -0.564 0.0 0.1 0.1
```
Forces are in eV/Å.

***

Question: Which value of charge does entry 4 give?
Answer: 0